The following is a DFT calculation (the ωB97M-V functional and the def2-TZVPD basis) of 12 unconnected molecules or ions with the total composition C35H61N12O13 in a non-equilibrium geometry.

## Properties
HOMO-LUMO gap   4.46 eV
Largest force on an atom   0.25003 Eh/bohr
Charge   +1
Electronic energy   -3003.79088 Eh
HOMO   -10.0 eV

```
121
C35H61N12O13 | OMol25 | the ωB97M-V functional and the def2-TZVPD basis
C -2.205 1.725 -1.818
C -1.075 0.836 -1.238
C 0.241 1.694 -1.033
C 1.235 0.897 -0.094
C 0.603 0.490 1.291
C -0.742 -0.289 1.058
N -1.573 0.316 0.041
O -2.828 -0.069 -0.037
C -1.534 -0.152 2.404
C -0.335 -1.793 0.855
C -0.907 -0.334 -2.278
H -2.315 2.644 -1.031
H -2.959 1.074 -1.813
H -2.063 2.469 -2.763
H -0.125 2.763 -0.713
H 0.753 2.052 -1.847
H 2.029 1.503 0.255
H 1.690 -0.017 -0.525
H 0.470 1.333 2.014
H 1.477 0.020 2.009
H -1.903 0.934 2.477
H -0.834 -0.437 3.206
H -2.440 -0.832 2.403
H -1.442 -2.158 0.517
H -0.171 -2.447 1.735
H 0.322 -1.958 -0.098
H 0.027 -1.085 -1.869
H -0.644 0.329 -3.285
H -1.720 -0.914 -2.493
N 1.271 -6.155 1.311
C 0.923 -5.036 2.025
C 2.147 -4.492 2.687
C 3.215 -5.456 2.318
C 2.524 -6.575 1.544
H 0.692 -6.627 0.825
H -0.003 -4.612 1.787
H 2.417 -3.539 3.452
H 4.166 -5.452 2.625
H 2.807 -7.466 1.170
N 1.266 5.811 0.142
C 0.888 5.194 1.265
C 0.795 6.262 2.260
C 1.095 7.665 1.521
C 1.552 7.169 0.091
H 1.588 5.257 -0.655
H 0.622 4.310 1.341
H 0.428 5.998 3.310
H 1.062 8.725 1.956
H 2.095 7.606 -0.806
N 0.142 -1.874 7.060
C -1.023 -1.188 6.484
C -1.651 -2.106 5.476
C -0.944 -3.459 5.563
C 0.185 -3.217 6.540
H 0.996 -1.566 7.567
H -1.193 -0.124 6.899
H -2.698 -1.893 4.980
H -0.980 -4.104 4.796
H 0.883 -3.910 6.690
N 1.426 1.143 4.444
C 1.927 -0.227 4.517
C 3.332 -0.116 3.911
C 3.606 1.256 3.494
C 2.340 2.054 4.018
H 0.710 1.381 4.952
H 1.296 -0.949 5.066
H 4.134 -0.910 3.890
H 4.426 1.926 3.129
H 2.063 3.175 3.807
N 2.556 -3.812 -0.155
C 1.935 -3.646 -1.399
C 2.516 -2.425 -1.945
C 3.513 -1.901 -0.923
C 3.469 -2.808 0.285
H 2.462 -4.642 0.412
H 1.154 -4.438 -1.629
H 2.022 -1.878 -2.766
H 4.057 -1.051 -0.970
H 3.895 -2.978 1.164
C -1.520 6.869 -1.344
N -2.043 5.887 -2.196
O -1.204 5.386 -2.904
O -3.095 5.376 -1.890
H -0.536 7.294 -1.878
H -1.275 6.334 -0.517
H -2.256 7.580 -0.860
C 2.428 0.972 -4.445
N 1.573 2.026 -5.114
O 0.585 2.345 -4.522
O 2.020 2.649 -6.082
H 1.802 0.542 -3.811
H 3.111 1.436 -3.852
H 2.938 0.386 -5.398
C -3.252 5.137 1.961
N -2.488 3.888 2.146
O -2.168 3.210 1.136
O -2.245 3.564 3.261
H -3.719 5.321 3.139
H -3.907 5.194 1.091
H -2.511 5.838 1.930
C -0.387 -4.035 -4.796
N -0.829 -2.754 -5.321
O -0.141 -1.792 -4.876
O -1.917 -2.665 -5.914
H -0.453 -4.270 -3.798
H 0.506 -4.240 -4.984
H -0.760 -4.931 -5.304
C -2.188 0.309 -7.583
N -3.011 0.253 -6.298
O -2.503 -0.029 -5.283
O -4.195 0.574 -6.539
H -2.457 -0.572 -8.039
H -1.052 0.422 -7.381
H -2.489 1.126 -8.049
C -3.039 -5.857 -1.384
N -2.353 -4.603 -0.991
O -2.496 -3.630 -1.639
O -1.694 -4.715 0.050
H -2.712 -6.781 -1.085
H -3.267 -6.125 -2.478
H -3.953 -5.825 -1.035
```